This record from the Open Molecules 2025 dataset describes C48H49F9GeO3P2SZn as an isolated structure at a distorted geometry. The level of theory is ωB97M-V with the def2-TZVPD basis set.

Properties
HOMO-LUMO gap: 8.570 eV
energy above the lowest of the compared OMol25 structures with the same formula, charge and spin: 0.905 eV

The geometry in ORCA input format:
```
! wB97M-V def2-TZVPD RIJCOSX def2/J DEFGRID3
* xyz 2 1
Zn 0.4182 0.1422 -0.2487
O 5.1459 1.3421 -0.2758
S 3.8974 0.5761 -0.0608
C 4.1299 -1.1066 -0.6727
C 5.3604 -1.6935 -0.6495
C 5.5543 -2.9874 -1.1508
C 4.4786 -3.6092 -1.7349
C 3.2391 -2.9795 -1.8601
C 3.0553 -1.7069 -1.3248
P 1.6501 -0.8081 -2.0147
C 2.2878 0.3114 -3.2955
C 1.3598 0.9903 -4.0734
C 1.8301 1.6887 -5.2103
C 3.1970 1.7610 -5.4847
C 4.1074 1.0909 -4.7140
C 3.6595 0.3750 -3.6084
C 0.7803 -2.1072 -2.9457
C 1.1836 -2.4437 -4.2262
C 0.5451 -3.4529 -5.0160
C -0.4894 -4.1569 -4.4534
C -0.9258 -3.8529 -3.1349
C -0.3054 -2.7971 -2.4077
C 3.8060 0.2457 1.6768
C 4.8277 -0.4426 2.3207
C 4.5928 -0.9426 3.5955
C 3.3166 -0.7161 4.1517
C 2.4282 0.1641 3.5885
C 2.6642 0.6700 2.3273
P 1.4394 1.7172 1.4604
C 2.3397 3.1388 0.9041
C 3.3645 3.6291 1.7167
C 4.1630 4.6844 1.2671
C 3.9273 5.3517 0.0680
C 2.8420 4.9532 -0.6609
C 2.0969 3.8339 -0.3049
C 0.3540 2.2890 2.8130
C -0.6753 1.5289 3.2796
C -1.5513 2.0120 4.2601
C -1.3195 3.2695 4.8229
C -0.2673 4.0155 4.3716
C 0.5319 3.5899 3.3403
H 6.2141 -1.1695 -0.3108
H 6.5595 -3.3969 -1.1645
H 4.7052 -4.6027 -2.0473
H 2.4632 -3.5013 -2.5034
H 0.3201 0.9241 -3.8513
H 1.1837 2.3406 -5.8206
H 3.5583 2.4057 -6.2979
H 5.1207 1.0153 -4.8893
H 4.3676 -0.2417 -3.0613
H 1.9212 -1.8260 -4.7253
H 0.9320 -3.7146 -5.9973
H -0.9496 -4.9859 -5.0229
H -1.7406 -4.4268 -2.6991
H -0.6809 -2.5771 -1.4270
H 5.7051 -0.6252 1.7681
H 5.2872 -1.5757 4.1329
H 3.1705 -1.1368 5.1144
H 1.4687 0.3557 4.0681
H 3.5061 3.1396 2.6753
H 4.9210 5.0649 1.9479
H 4.6031 6.1372 -0.2883
H 2.6524 5.4082 -1.6589
H 1.1892 3.5737 -0.8497
H -0.8772 0.6083 2.7834
H -2.3869 1.4967 4.6379
H -1.9870 3.6308 5.5958
H -0.0831 5.0959 4.6037
H 1.2763 4.2770 2.9053
O 0.4702 -1.3255 1.2849
H -0.2364 -1.8081 1.7234
H 1.2020 -1.1519 1.9285
C -5.5677 1.7565 4.0705
C -5.5420 0.2417 3.8911
C -5.2182 -0.1500 2.4825
C -3.7442 0.0686 2.1539
Ge -3.3223 -0.8205 0.5125
C -2.4251 -2.4965 0.8596
C -3.3561 -3.7389 0.7363
C -3.5220 -4.2335 -0.6362
C -4.3386 -5.5777 -0.7192
H -5.7490 2.0395 5.0927
H -6.3416 2.1104 3.4044
H -4.6259 2.2171 3.7544
H -6.5462 -0.2052 4.1148
H -4.8950 -0.1802 4.6160
H -5.8391 0.3735 1.7505
H -5.5079 -1.1689 2.3685
H -3.0316 -0.3093 2.8535
H -3.5847 1.1412 2.0439
H -4.3946 -0.9718 -0.5838
H -2.1537 -2.4568 1.9029
H -1.5175 -2.6048 0.2173
H -4.3517 -3.4145 1.0680
H -3.0019 -4.5019 1.4482
H -2.5739 -4.3138 -1.1313
H -3.9827 -3.4388 -1.2619
H -3.8984 -6.4250 -0.1360
H -4.3871 -5.9036 -1.7239
H -5.3331 -5.5063 -0.3285
F -4.9200 1.1519 -0.4475
C -3.9970 2.0105 -0.8804
F -4.4112 2.6238 -1.9777
F -3.7726 2.9330 0.0642
C -2.6105 1.3601 -1.2530
O -2.0715 0.4070 -0.2909
C -1.5662 2.4825 -1.2713
F -1.9010 3.5336 -1.9764
F -0.4091 1.9815 -1.8381
F -1.2697 2.8607 -0.0310
C -2.7741 0.6725 -2.6915
F -4.0082 0.1538 -2.6990
F -1.7974 -0.2170 -2.7968
F -2.6354 1.5399 -3.7211
*
```

=====

This record from the Open Molecules 2025 dataset describes C48H49N7O5P2ReSSe2 as an isolated structure at a distorted geometry. The level of theory is ωB97M-V with the def2-TZVPD basis set.

Properties
HOMO-LUMO gap (alpha / beta): 5.838 / 6.415 eV
energy above the lowest of the compared OMol25 structures with the same formula, charge and spin: 0.859 eV
expectation value of S²: 0.830

The geometry in ORCA input format:
```
! wB97M-V def2-TZVPD RIJCOSX def2/J DEFGRID3
* xyz 0 2
Re 1.2457 0.9173 0.3461
O 3.8401 -0.9898 5.2930
C 4.2437 -1.7062 4.2692
O 5.0698 -2.5821 4.3634
C 3.6534 -1.3912 2.9357
C 3.9741 -2.0526 1.7612
N 3.2784 -1.4772 0.7680
N 2.5327 -0.4737 1.2334
C 2.7339 -0.3924 2.5448
C 2.0535 0.7557 3.2595
O 2.1911 0.8612 4.4782
O 1.4199 1.5422 2.5082
H 3.1751 -0.2603 5.0686
H 4.6438 -2.8765 1.6197
H 3.3146 -1.6456 -0.2326
Se -1.5485 -5.0234 1.5507
P -2.6724 -3.3026 2.0066
C -3.2513 -3.3048 3.7330
C -4.1142 -4.3571 4.0318
C -4.5944 -4.5088 5.3166
C -4.2128 -3.6156 6.3061
C -3.3445 -2.5796 6.0104
C -2.8545 -2.4195 4.7251
C -4.2362 -3.1247 1.0751
C -4.6025 -4.0490 0.1107
C -5.8007 -3.8969 -0.5652
C -6.6301 -2.8283 -0.2682
C -6.2604 -1.9009 0.6951
C -5.0632 -2.0449 1.3699
C -1.7583 -1.7956 1.6769
C -0.8764 -1.4121 0.6492
N -0.3718 -0.2130 1.0480
N -0.8982 0.0970 2.1970
N -1.7199 -0.8190 2.5942
P -0.5036 -1.7996 -1.0494
Se 1.1743 -0.5489 -1.7823
C -0.2051 -3.5557 -1.3843
C -1.2381 -4.4113 -1.7503
C -0.9636 -5.7457 -1.9893
C 0.3307 -6.2241 -1.8669
C 1.3627 -5.3668 -1.5195
C 1.0945 -4.0335 -1.2761
C -1.9730 -1.3700 -2.0212
C -1.7980 -1.4014 -3.4020
C -2.8526 -1.0838 -4.2342
C -4.0803 -0.7407 -3.6859
C -4.2438 -0.6729 -2.3126
C -3.1847 -0.9775 -1.4728
H -4.3929 -5.0589 3.2549
H -5.2595 -5.3269 5.5475
H -4.5912 -3.7340 7.3102
H -3.0371 -1.8911 6.7833
H -2.1866 -1.6058 4.4887
H -3.9500 -4.8900 -0.0844
H -6.0908 -4.6169 -1.3161
H -7.5772 -2.7238 -0.7780
H -6.9124 -1.0699 0.9239
H -4.7637 -1.3353 2.1296
H -2.2465 -4.0311 -1.8330
H -1.7634 -6.4166 -2.2664
H 0.5358 -7.2686 -2.0477
H 2.3746 -5.7367 -1.4474
H 1.8911 -3.3487 -1.0158
H -0.8253 -1.6691 -3.7967
H -2.7204 -1.1003 -5.3056
H -4.9144 -0.5242 -4.3356
H -5.1968 -0.3853 -1.8936
H -3.3088 -0.9202 -0.4008
C 5.5598 1.2807 0.3693
C 5.0387 2.6700 0.5710
C 5.8939 3.6917 0.9169
C 5.4180 4.9480 1.2651
C 4.0474 5.1638 1.3220
C 3.1466 4.1864 0.9706
C 1.6751 4.4246 1.0729
C 3.6219 2.9045 0.5165
N 2.8147 2.0002 0.0378
H 6.6003 1.3004 0.0556
H 4.9660 0.7373 -0.3610
H 5.5054 0.7427 1.3180
H 6.9577 3.5024 0.9355
H 6.1008 5.7417 1.5273
H 3.6769 6.1236 1.6547
H 1.4734 5.3767 1.5567
H 1.2157 3.6297 1.6620
H 1.2193 4.4227 0.0832
O 3.2062 0.6476 -2.6576
S 3.9245 1.9196 -2.3906
C 4.8230 2.2645 -3.9887
C 4.6139 3.7431 -4.2264
C 3.1146 3.9678 -4.0552
C 2.7562 3.3209 -2.7273
H 4.3499 1.6423 -4.7458
H 5.8694 1.9921 -3.8758
H 4.9700 4.0521 -5.2092
H 5.1578 4.3079 -3.4656
H 2.5720 3.4917 -4.8742
H 2.8710 5.0309 -4.0629
H 1.7564 2.9001 -2.6741
H 2.9013 4.0012 -1.8918
C -2.9886 3.9662 -0.5415
C -1.7774 3.7732 -1.4629
C -2.2027 3.1350 -2.7949
C -1.0612 5.1131 -1.6938
C -0.8461 2.8674 -0.8293
N -0.0344 2.1644 -0.3948
H -3.6879 4.6663 -0.9928
H -2.6722 4.3580 0.4221
H -3.4953 3.0180 -0.3778
H -2.9073 3.7841 -3.3090
H -2.6795 2.1729 -2.6181
H -1.3399 2.9766 -3.4380
H -1.7234 5.7922 -2.2244
H -0.1556 4.9748 -2.2810
H -0.7897 5.5642 -0.7423
*
```

=====

This record from the Open Molecules 2025 dataset describes C48H50BGaGeN8 as an isolated structure at a distorted geometry. The level of theory is ωB97M-V with the def2-TZVPD basis set.

Properties
HOMO-LUMO gap: 5.199 eV

The geometry in ORCA input format:
```
! wB97M-V def2-TZVPD RIJCOSX def2/J DEFGRID3
* xyz 0 1
Ga 0.6721 -0.5713 1.6616
C 1.2265 1.4763 5.2500
C 1.2454 1.4935 3.8288
N 1.3330 0.2464 3.3330
N 1.3927 -0.6146 4.4598
C 1.3879 0.1240 5.5578
B 1.4427 -2.1145 4.1647
N 2.4774 -2.3114 3.0268
C 3.7085 -2.8268 3.0402
C 4.2872 -2.7456 1.7415
C 3.2996 -2.1946 0.9445
N 2.2710 -1.7573 1.6821
N 0.0968 -2.6088 3.5488
C -0.8486 -3.4537 3.9618
C -2.0731 -3.1229 3.2881
C -1.7923 -2.0223 2.4396
N -0.4767 -1.7527 2.4990
H 1.1345 2.2536 5.9879
H 1.0206 2.3655 3.1925
H 1.4517 -0.3345 6.5809
H 1.6823 -2.6983 5.1264
H 4.1333 -3.3319 3.9017
H 5.1810 -3.1986 1.3968
H 3.1887 -2.0774 -0.0948
H -0.6817 -4.2638 4.6303
H -3.0667 -3.4372 3.5090
H -2.5162 -1.5008 1.8144
C -1.7004 3.2577 1.2678
C -3.0261 2.7480 1.6485
C -3.8810 3.5215 2.4389
C -5.2466 3.1924 2.5873
C -5.7095 1.9862 2.0836
C -4.8341 1.0382 1.5906
C -5.2503 -0.4180 1.4019
C -3.5120 1.4714 1.1794
N -2.6730 0.6167 0.4948
C -2.8897 0.2114 -0.7396
C -4.0421 0.7010 -1.5509
C -1.9655 -0.5887 -1.4686
C -2.3103 -0.8604 -2.9074
N -0.7891 -1.2549 -1.0116
C -0.6620 -2.6705 -1.2150
C 0.5502 -3.1901 -1.7978
C 1.3142 -2.4645 -2.8417
C 0.8640 -4.5383 -1.5838
C 0.0010 -5.4145 -0.9120
C -1.2278 -4.8922 -0.4717
C -1.6389 -3.5882 -0.6910
C -3.0775 -3.2254 -0.5279
H -1.9390 4.2022 0.7275
H -1.1458 2.5174 0.6572
H -1.1162 3.5697 2.2032
H -3.4358 4.4444 2.8275
H -5.9677 3.8576 3.0047
H -6.8033 1.6844 2.1255
H -4.9650 -1.0675 2.2511
H -4.8195 -0.8336 0.5205
H -6.3541 -0.5332 1.2325
H -4.8729 1.0430 -1.0604
H -4.3314 -0.1681 -2.1953
H -3.7253 1.4727 -2.2676
H -3.3846 -1.1187 -3.0236
H -1.5796 -1.5622 -3.4192
H -2.1533 0.1053 -3.5012
H 0.9008 -1.5030 -3.2167
H 1.3263 -3.0529 -3.8189
H 2.3790 -2.3725 -2.5754
H 1.7697 -4.8915 -2.0778
H 0.1798 -6.5350 -0.9867
H -1.9164 -5.5524 0.0625
H -3.7101 -4.1276 -0.3472
H -3.4037 -2.6841 -1.4014
H -3.3156 -2.6089 0.3594
C 0.3770 -0.5504 -0.5550
Ge 1.3556 1.0440 -1.4234
C 0.6216 2.5264 -2.5447
C -0.8049 2.6366 -2.7270
C -1.3984 3.2731 -3.8357
C -0.5506 3.7978 -4.8846
C 0.8265 3.7869 -4.7091
C 1.3920 3.1797 -3.5438
C 2.2673 2.1927 -0.0294
C 3.1026 1.6285 0.9057
C 3.8531 2.4496 1.7705
C 3.7549 3.8424 1.6681
C 2.8319 4.4333 0.7754
C 2.0448 3.6004 -0.0150
C 2.9069 0.3172 -2.4888
C 4.2512 0.2242 -2.0098
C 5.3624 0.0417 -2.8646
C 5.1606 -0.0851 -4.2214
C 3.8606 0.0351 -4.7142
C 2.7800 0.1509 -3.8596
H 1.2197 -1.2836 -0.5198
H -1.4913 2.3123 -1.9297
H -2.5101 3.2746 -3.9622
H -0.9604 4.1873 -5.8087
H 1.4671 4.1488 -5.5354
H 2.4603 3.3445 -3.3983
H 3.2703 0.5648 0.9528
H 4.6129 1.9030 2.3653
H 4.4432 4.5303 2.2179
H 2.7877 5.5110 0.5836
H 1.3609 4.1224 -0.7151
H 4.4865 0.4251 -1.0199
H 6.3225 -0.0937 -2.4606
H 5.9948 -0.3500 -4.9123
H 3.6066 -0.0594 -5.7421
H 1.8471 -0.0072 -4.3362
*
```

=====

This record from the Open Molecules 2025 dataset describes C48H50Cl2N5O7PPbS2Se2 as an isolated structure at a distorted geometry. The level of theory is ωB97M-V with the def2-TZVPD basis set.

Properties
HOMO-LUMO gap: 5.939 eV

The geometry in ORCA input format:
```
! wB97M-V def2-TZVPD RIJCOSX def2/J DEFGRID3
* xyz -2 1
Pb -0.5781 0.0805 -0.8396
C 2.3709 1.9757 0.8416
C 2.8582 1.8068 -0.6029
N 1.7364 1.6060 -1.4895
C 2.0845 1.0449 -2.7706
C 2.3161 -0.4435 -2.6587
C 2.8102 -1.1871 -3.7199
C 2.8799 -2.5641 -3.5775
C 2.5497 -3.1355 -2.3643
C 2.1403 -2.2983 -1.3250
C 1.8819 -2.8793 0.0488
N 1.2468 -1.9754 0.9635
C 1.9550 -1.5207 2.1211
C 2.7280 -0.2282 1.8325
N 1.8166 0.7459 1.3144
N 1.9901 -0.9984 -1.5012
H 1.5913 2.7375 0.8439
H 3.2153 2.3417 1.4671
H 3.4916 0.9214 -0.6672
H 3.4616 2.6890 -0.8965
H 1.1979 2.4604 -1.5678
H 2.9776 1.5245 -3.2162
H 1.2418 1.1928 -3.4486
H 3.0808 -0.7028 -4.6475
H 3.1822 -3.1826 -4.4124
H 2.5563 -4.2067 -2.2327
H 2.8605 -3.2038 0.4492
H 1.2725 -3.7792 -0.1033
H 0.2803 -2.1982 1.1413
H 2.6589 -2.2831 2.5070
H 1.2300 -1.3024 2.9046
H 3.4993 -0.4287 1.0799
H 3.2494 0.1033 2.7657
H 0.9721 0.8302 1.8624
Cl -4.8829 -4.2685 4.7489
C -3.8008 -3.0959 4.0570
C -2.7152 -2.6512 4.8123
C -1.8681 -1.7422 4.2543
Cl -0.5099 -1.2013 5.1908
C -2.0105 -1.1621 2.9315
O -1.2035 -0.3278 2.5069
C -3.1700 -1.6679 2.2169
C -3.4761 -1.2356 0.8792
O -2.9913 -0.3143 0.2364
C -4.0168 -2.6205 2.7910
H -2.5550 -3.0128 5.8161
H -4.3243 -1.7974 0.4264
H -4.8705 -2.9724 2.2276
O -4.2420 0.2048 -4.5397
C -3.6153 1.2139 -3.7916
C -2.3218 1.7384 -4.4379
C -2.7064 2.3774 -5.7955
O -1.6197 2.8872 -6.5440
C -1.7124 2.8501 -3.5884
Se -1.5857 2.6314 -1.6028
C -1.3307 0.6117 -4.7267
Se -1.1227 -0.8792 -3.3813
H -3.7072 -0.5939 -4.4102
H -3.3835 0.8644 -2.7801
H -4.3290 2.0405 -3.7154
H -3.4344 3.1859 -5.6106
H -3.1787 1.6268 -6.4336
H -1.0979 3.4378 -5.9471
H -2.3096 3.7618 -3.6928
H -0.6928 3.0650 -3.9265
H -0.3367 1.0261 -4.9029
H -1.6267 0.0841 -5.6358
O -0.7398 -6.0185 -4.0283
S -0.4349 -5.9959 -2.6188
O 0.7329 -6.7685 -2.2418
N -0.3629 -4.4900 -1.9950
C -1.3076 -4.3068 -1.1151
S -1.5767 -2.8999 -0.2499
C -2.1869 -5.4669 -0.8518
C -3.2161 -5.5625 0.0745
C -3.9027 -6.7608 0.1716
C -3.5743 -7.8405 -0.6369
C -2.5384 -7.7435 -1.5611
C -1.8590 -6.5520 -1.6469
H -3.4503 -4.7198 0.7076
H -4.7025 -6.8524 0.8940
H -4.1195 -8.7693 -0.5353
H -2.2663 -8.5740 -2.1953
O -0.6614 2.2347 1.2783
P -1.1916 3.2179 2.2181
C -0.8464 2.7858 3.9532
C -1.8301 2.4208 4.8568
C -1.4708 1.9820 6.1193
C -0.1343 1.9056 6.4743
C 0.8507 2.2698 5.5701
C 0.4933 2.7059 4.3093
C -0.3678 4.8299 1.9559
C -0.0319 5.7464 2.9404
C 0.6876 6.8806 2.6023
C 1.0772 7.0973 1.2905
C 0.7383 6.1827 0.3062
C 0.0153 5.0545 0.6406
C -2.9775 3.4685 2.0656
C -3.6511 2.4754 1.3703
C -5.0223 2.5652 1.2117
C -5.7067 3.6467 1.7393
C -5.0262 4.6469 2.4190
C -3.6568 4.5599 2.5874
H -2.8705 2.4736 4.5655
H -2.2333 1.6754 6.8222
H 0.1423 1.5391 7.4523
H 1.8946 2.1949 5.8452
H 1.2421 2.9860 3.5795
H -0.3195 5.5694 3.9682
H 0.9607 7.5937 3.3696
H 1.6467 7.9812 1.0358
H 1.0466 6.3413 -0.7174
H -0.2708 4.3235 -0.1045
H -3.0854 1.6490 0.9641
H -5.5496 1.7921 0.6731
H -6.7798 3.7184 1.6216
H -5.5686 5.4968 2.8138
H -3.1149 5.3311 3.1198
*
```